No. 1
C12H17N | the ωB97M-V functional and the def2-TZVPD basis

Each line ends with the Löwdin charge.
Geometry (Å):
C (-1.54295, 0.97656, 1.49675)  -0.08
C (-1.67917, -0.35202, 0.90837)  -0.24
C (-2.83221, -1.07536, 0.61356)  -0.03
N (-2.41609, -2.37880, 0.10713)  0.04
C (-0.98290, -2.43479, 0.09939)  -0.20
C (-0.08680, -3.45660, -0.25467)  -0.05
C (1.28789, -3.44867, 0.07629)  -0.06
C (1.76465, -2.23512, 0.70393)  -0.05
C (0.85966, -1.11734, 0.72472)  -0.05
C (-0.49138, -1.18644, 0.58950)  -0.16
H (-2.37564, 1.20313, 2.09854)  0.05
H (-1.57625, 1.95527, 0.97649)  0.08
H (-0.55327, 1.10009, 2.01686)  0.09
H (-3.84786, -0.56974, 0.60437)  0.14
H (-3.20264, -3.02856, -0.21700)  0.17
H (-0.56096, -4.23692, -0.95509)  0.13
H (1.88004, -4.23972, -0.15015)  0.06
H (2.59305, -2.22192, 1.28693)  0.05
H (1.21225, -0.17058, 1.22225)  0.11
C (1.38607, 2.89471, -0.02147)  -0.18
C (1.71962, 2.59436, -1.34783)  -0.37
C (0.46237, 1.97510, -1.92972)  -0.12
H (1.08212, 1.98890, 0.62637)  0.08
H (2.29104, 3.37378, 0.50273)  0.10
H (0.63809, 3.67132, -0.01927)  0.08
H (2.52738, 1.89976, -1.48662)  0.11
H (1.94069, 3.45477, -1.91556)  0.09
H (0.61596, 0.86185, -1.85424)  0.08
H (0.42984, 2.22887, -2.97803)  0.06
H (-0.54261, 1.97410, -1.52453)  0.06

## Properties
Kohn-Sham gap   8.7 eV
SMILES   Cc1c[nH]c2ccccc12.CCC
DFT total energy   -522.10236 hartree
Charge   0

***

No. 2
C6H17InNO3 | the ωB97M-V functional and the def2-TZVPD basis

Each line ends with the Löwdin charge.
Geometry (Å):
In (0.20620, 2.43065, 1.49391)  1.60
C (1.03971, -2.58342, 2.14796)  0.10
C (0.54939, -1.21839, 1.53781)  -0.35
C (-0.77978, -1.33226, 0.69130)  -0.03
O (-1.17781, -0.04558, 0.19457)  -0.05
C (-2.29539, -0.07347, -0.73012)  0.10
N (0.39192, -0.32032, 2.60409)  0.20
H (0.22886, -3.13923, 2.61880)  0.13
H (1.88039, -2.37188, 2.80872)  0.13
H (1.39529, -3.22342, 1.34045)  0.15
H (1.33824, -0.98298, 0.82338)  0.17
H (-1.60900, -1.72001, 1.28303)  0.20
H (-0.68079, -2.01736, -0.15069)  0.19
H (-2.61410, 0.91306, -1.06671)  0.13
H (-3.18055, -0.62137, -0.40702)  0.17
H (-1.90940, -0.52514, -1.64396)  0.17
H (1.19132, -0.56558, 3.17058)  0.15
H (-0.31509, -0.70488, 3.21429)  0.17
C (0.16390, 2.17537, -2.37297)  -0.11
C (1.09978, 1.10687, -1.88783)  -0.17
O (1.94560, 1.61687, -0.93222)  0.05
O (-0.68180, 2.64288, -1.31248)  -0.07
H (-0.48068, 1.75411, -3.14444)  0.17
H (0.68140, 2.99365, -2.87368)  0.19
H (1.71202, 0.77182, -2.72509)  0.19
H (0.54702, 0.23527, -1.53730)  0.13
H (2.78690, 1.80015, -1.35675)  0.17
H (-1.43350, 3.00465, -1.78752)  0.15

## Properties
<S²>   0.76
Kohn-Sham gap (spin up / spin down)   3.7 / 3.8 eV
DFT total energy   -707.24507 hartree
2S+1   2
Charge   +4

***

No. 3
C13H12Br4IIrN2O8P2 | the ωB97M-V functional and the def2-TZVPD basis

Each line ends with the Löwdin charge.
Geometry (Å):
Ir (0.13290, -0.37572, 0.46465)  1.43
N (1.86777, -4.50830, -0.34475)  0.16
C (0.49174, -3.87405, -0.18573)  -0.48
C (-0.57379, -4.94110, -0.38284)  -0.07
P (0.59068, -3.29390, 1.60703)  0.37
O (-0.85798, -3.51182, 2.17915)  -0.12
O (1.58300, -4.24588, 2.17511)  -0.28
O (0.97488, -1.80880, 1.66260)  -0.43
P (0.36648, -2.52714, -1.41565)  0.29
O (0.72752, -3.32000, -2.78273)  -0.13
O (-1.00455, -2.02682, -1.64494)  -0.29
O (1.42306, -1.54479, -0.90898)  -0.40
H (2.12203, -4.77386, 0.64688)  0.11
H (2.54740, -3.82259, -0.67884)  0.15
H (1.84070, -5.29814, -0.98591)  0.16
H (-0.52923, -5.70080, 0.39926)  0.09
H (-0.46818, -5.40948, -1.36427)  0.09
H (-1.55243, -4.46575, -0.34194)  0.08
H (-1.45000, -2.77657, 1.88316)  0.04
H (0.17965, -2.93644, -3.47962)  0.09
Br (-5.94648, 2.51110, -0.82656)  0.72
C (-4.61862, 1.29489, -0.27396)  -0.75
C (-4.94798, -0.03105, 0.03160)  -0.74
Br (-6.72990, -0.62186, -0.09637)  0.73
C (-3.96204, -0.92907, 0.42781)  -0.63
Br (-4.30704, -2.72394, 0.87300)  0.81
C (-2.63819, -0.51075, 0.50435)  -0.40
O (-1.63616, -1.27290, 0.89667)  -0.29
C (-2.31926, 0.81345, 0.20183)  -0.38
O (-1.01231, 1.13634, 0.33404)  -0.32
C (-3.29516, 1.71958, -0.17628)  -0.64
Br (-2.74962, 3.47801, -0.56353)  0.77
I (0.86363, 1.73262, -2.31658)  1.02
C (2.23467, 1.41814, -0.78550)  -0.74
C (3.51884, 1.92215, -0.94034)  -0.13
C (4.45168, 1.70520, 0.05566)  -0.05
C (4.07652, 0.99810, 1.18696)  -0.04
C (2.78619, 0.52614, 1.27191)  -0.10
N (1.87480, 0.73170, 0.30604)  -0.16
H (3.76866, 2.46564, -1.83875)  0.09
H (5.45995, 2.08202, -0.05359)  0.12
H (4.76741, 0.80567, 1.99456)  0.11
H (2.43820, -0.04216, 2.12343)  0.11

## Properties
Kohn-Sham gap   7.0 eV
DFT total energy   -12595.02932 hartree
Charge   0

***

No. 4
C8H14O4 | the ωB97M-V functional and the def2-TZVPD basis

Each line ends with the Löwdin charge.
Geometry (Å):
O (-0.25857, 0.19571, -2.83076)  0.10
C (0.39936, -0.30723, -1.95124)  -0.51
O (1.06989, 0.56689, -1.20018)  -0.03
C (0.39966, -1.82578, -1.52664)  -0.10
C (-0.95629, -2.42108, -1.16307)  -0.13
C (-1.87481, -1.54619, -0.17804)  -0.27
C (-1.52634, -1.44224, 1.12006)  -0.28
C (-0.26890, -0.65255, 1.52025)  -0.07
C (-0.47533, 1.02398, 1.38548)  -0.03
C (0.83152, 1.99714, 1.70618)  -0.41
O (0.90411, 2.85845, 2.53901)  0.10
O (1.92459, 1.74419, 0.79202)  -0.06
H (0.53073, 1.58186, -1.43023)  0.29
H (1.09650, -2.01621, -0.80496)  0.06
H (0.78253, -2.33607, -2.65924)  0.21
H (-0.53762, -3.35087, -0.70207)  0.13
H (-1.64351, -2.50287, -1.99448)  0.11
H (-2.85776, -1.89712, -0.21418)  0.10
H (-2.26368, -0.57941, -0.57231)  0.14
H (-1.45044, -2.37404, 1.49387)  0.09
H (-2.50759, -1.08488, 1.51294)  0.15
H (0.65657, -0.63162, 0.77949)  0.13
H (-0.04563, -0.79488, 2.53312)  0.08
H (-1.24342, 1.54106, 2.04452)  0.13
H (-0.55164, 1.06216, 0.41047)  -0.01
H (1.74155, 1.50459, -0.27544)  0.11

## Properties
Kohn-Sham gap   10.1 eV
SMILES   O=C(O)CCCCCCC(=O)O
DFT total energy   -614.01465 hartree
Charge   0